The following is a quantum chemistry calculation of the ion C3H2N5 with charge -1, from the OMol25 dataset.

Last column: Mulliken charge in e.
Cartesian coordinates (Å):
1 N -2.471 0.739 -0.408  -0.398
2 C 1.958 0.601 0.000  -0.129
3 N -1.585 -1.146 0.168  -0.422
4 H 1.314 -1.520 -0.112  0.365
5 N 1.878 0.203 1.188  -0.518
6 N -1.169 0.991 -0.287  -0.331
7 H 2.407 1.333 -0.629  0.307
8 C -0.672 -0.186 0.083  0.461
9 C 1.052 -0.502 0.137  0.046
10 N -2.712 -0.513 -0.140  -0.380

Net charge ... -1
HOMO energy ... -4.805 eV
E_LUMO ... 3.91 eV
Relative energy (zero: lowest compared OMol25 entry of this formula, charge and spin) ... 109.9 kJ/mol
Total energy ... -389.2315 Eh


The following is a quantum chemistry calculation of a cluster of 2 separate species, C2H9N2O in total, from the OMol25 dataset.

Last column: Mulliken charge in e.
Cartesian coordinates (Å):
1 H -2.231 -0.856 -0.675  0.386
2 H -0.131 1.971 0.715  0.327
3 H -2.325 0.243 1.080  0.286
4 C -1.260 -0.613 -0.427  -0.176
5 H -0.567 -1.635 -1.964  0.302
6 N -0.215 1.043 0.904  -0.110
7 H 0.683 0.584 0.597  0.255
8 H 3.123 0.095 0.160  0.316
9 N -0.192 -1.257 -1.069  -0.469
10 O 2.275 0.397 -0.133  -0.658
11 C -1.448 0.425 0.405  -0.451
12 H -0.247 0.911 1.902  0.400
13 H 0.069 -1.994 -0.398  0.280
14 H 2.465 0.688 -1.098  0.312

Net charge ... +1
HOMO energy ... -13.868 eV
E_LUMO ... -3.29 eV
Relative energy (zero: lowest compared OMol25 entry of this formula, charge and spin) ... 272.6 kJ/mol
Total energy ... -266.0478 Eh


The following is a quantum chemistry calculation of the ion C7H12N with charge +1, from the OMol25 dataset.

Last column: Mulliken spin population.
Cartesian coordinates (Å):
1 H 2.189 1.017 1.116  0.001
2 H 2.856 0.135 -0.917  -0.002
3 H -2.626 1.859 -0.051  -0.008
4 C -0.395 -0.714 -0.062  0.415
5 N 1.081 -0.394 0.100  -0.010
6 H 2.594 -0.549 1.348  0.006
7 H -0.999 1.800 -1.052  0.012
8 H -1.145 1.844 0.691  0.011
9 H -3.717 -0.528 -0.171  0.014
10 C -1.601 1.460 -0.148  0.024
11 C 1.790 0.048 1.272  0.013
12 C 0.489 -1.744 -0.141  0.754
13 C -2.726 -0.817 0.037  0.654
14 H 1.145 0.168 2.128  -0.005
15 H 0.625 -2.823 -0.101  -0.017
16 C -1.635 -0.064 -0.032  0.093
17 H -2.518 -1.876 0.384  0.009
18 C 1.717 0.217 -1.111  0.035
19 H 1.414 1.230 -1.266  0.003
20 H 1.463 -0.269 -2.025  -0.001

Net charge ... +1
HOMO energy (spin up / spin down) ... -10.856 / -14.858 eV
Spin multiplicity ... 3
E_LUMO (spin up / spin down) ... -2.57 / -6.97 eV
Relative energy (zero: lowest compared OMol25 entry of this formula, charge and spin) ... 291.3 kJ/mol
⟨S²⟩ ... 2.008
Total energy ... -328.1701 Eh


The following is a quantum chemistry calculation of the molecule C4H9N3O, from the OMol25 dataset.

Last column: Mulliken charge in e.
Cartesian coordinates (Å):
1 H 0.467 0.559 2.222  0.283
2 O -1.515 0.095 1.571  -0.373
3 H -0.509 1.910 -1.765  0.299
4 H -0.372 -2.874 -0.316  0.283
5 C -0.302 -0.741 -0.253  1.106
6 C -0.195 -2.039 -0.996  -1.190
7 H 1.869 -0.308 2.234  0.271
8 N -1.522 -0.231 0.159  -0.629
9 H 0.215 2.616 -0.303  0.285
10 H 0.787 -2.144 -1.459  0.354
11 N 1.049 -0.153 0.456  -0.093
12 H -2.353 0.564 1.658  0.323
13 H 1.266 2.056 -1.605  0.324
14 H -0.960 -2.062 -1.775  0.343
15 C 0.330 1.849 -1.073  -1.118
16 C 0.399 0.500 -0.491  0.201
17 N 1.345 0.402 1.735  -0.668

Net charge ... 0
HOMO energy (spin up / spin down) ... -6.981 / -6.986 eV
E_LUMO (spin up / spin down) ... 0.95 / 0.95 eV
Relative energy (zero: lowest compared OMol25 entry of this formula, charge and spin) ... 674.6 kJ/mol
Total energy ... -397.0937 Eh


The following is a quantum chemistry calculation of a cluster of 2 separate species, C4H10O3 in total, from the OMol25 dataset.

Last column: Mulliken spin population.
Cartesian coordinates (Å):
1 H -2.638 -0.857 -1.335  0.000
2 O 3.299 1.130 1.039  0.777
3 H 0.384 1.292 1.788  -0.005
4 O -3.228 -0.396 -2.554  0.003
5 C 0.109 -0.446 0.638  0.017
6 H 2.552 -0.818 0.936  -0.013
7 H -2.295 -0.255 -2.770  0.000
8 O -1.980 -0.964 -0.470  0.005
9 H 1.184 1.335 0.110  -0.011
10 C 0.948 0.734 0.989  0.134
11 C -0.936 -0.070 -0.488  0.012
12 H 2.287 -0.041 2.443  0.061
13 C 2.432 0.198 1.363  0.020
14 H -0.453 -0.067 -1.465  -0.001
15 H -1.331 0.930 -0.191  -0.001
16 H 0.571 -1.430 0.504  0.000
17 H -0.562 -0.796 1.434  0.003

Net charge ... -1
HOMO energy (spin up / spin down) ... -3.621 / -3.607 eV
Spin multiplicity ... 2
E_LUMO (spin up / spin down) ... 3.33 / 1.02 eV
Relative energy (zero: lowest compared OMol25 entry of this formula, charge and spin) ... 139.7 kJ/mol
⟨S²⟩ ... 0.756
Total energy ... -384.0219 Eh


The following is a quantum chemistry calculation of the molecule C6H12O, from the OMol25 dataset.

Last column: Mulliken charge in e.
Cartesian coordinates (Å):
1 O 1.315 -0.714 -2.904  -0.482
2 C 0.248 -0.131 -2.175  -0.646
3 H -0.622 1.853 1.212  0.339
4 C -1.111 -1.404 1.545  -1.065
5 H 1.392 1.341 -0.969  0.442
6 H -0.366 0.594 -2.760  0.251
7 H -0.219 -1.098 -1.887  0.291
8 H 1.735 0.044 0.769  0.296
9 C -0.816 1.025 1.883  -1.245
10 H -1.894 1.059 2.046  0.364
11 H 1.939 -0.004 -3.071  0.303
12 C 0.542 0.654 -0.858  -0.414
13 H -1.986 -1.402 2.170  0.297
14 H -0.270 1.379 -0.784  0.327
15 H -0.315 1.151 2.853  0.283
16 H 0.928 -1.293 -0.047  0.399
17 C 0.769 -0.301 0.354  -0.925
18 C -0.434 -0.311 1.261  0.912
19 H -0.837 -2.441 1.362  0.273

Net charge ... 0
HOMO energy ... -9.350 eV
E_LUMO ... 0.95 eV
Relative energy (zero: lowest compared OMol25 entry of this formula, charge and spin) ... 162.3 kJ/mol
SMILES string ... C=C(C)CCCO
Total energy ... -310.9975 Eh